(P)
Below is a molecular structure, C7H16O2, with properties calculated with ωB97M-V/def2-TZVPD.

Properties
LUMO (alpha / beta) (eV): 0.83 / 0.76
E_HOMO (alpha / beta) (eV): -6.9 / -6.7
Gap between HOMO and LUMO (alpha / beta) (eV): 7.755 / 7.435
2S+1: 1

Each line ends with the Löwdin charge.
Cartesian coordinates (Å):
1 C 2.353 0.598 0.052  -0.1506
2 C 1.634 -0.596 0.355  -0.2030
3 C 2.904 0.901 -1.295  -0.1133
4 O 0.319 0.023 -0.167  -0.2394
5 H 2.379 1.379 0.801  0.0975
6 H 1.534 -0.870 1.406  0.1030
7 H 1.885 -1.479 -0.241  0.1113
8 H 3.957 1.200 -1.226  0.0710
9 H 2.376 1.731 -1.778  0.0746
10 H 2.845 0.032 -1.954  0.0715
11 C -1.763 0.034 0.504  -0.3028
12 C -0.634 -1.067 -1.282  -0.1160
13 C -1.919 1.507 0.290  -0.1130
14 C -1.451 -0.454 1.885  -0.1134
15 O -0.914 -2.338 -0.839  -0.0152
16 H -1.719 -2.329 -0.307  0.0855
17 H -2.592 -0.522 0.050  0.0923
18 H 0.250 -1.145 -1.905  0.1022
19 H -1.434 -0.531 -1.789  0.1077
20 H -1.134 -1.501 1.878  0.0708
21 H -2.855 1.878 0.731  0.0788
22 H -1.086 2.048 0.735  0.0744
23 H -1.956 1.751 -0.776  0.0721
24 H -0.651 0.140 2.328  0.0748
25 H -2.330 -0.389 2.543  0.0794

---

(Q)
Below is 2 unconnected molecules or ions with the total composition C7H16O2, with properties calculated with ωB97M-V/def2-TZVPD.

Properties
LUMO (eV): 0.70
E_HOMO (eV): -8.9
Gap between HOMO and LUMO (eV): 9.626
2S+1: 1
Structure (SMILES): CC(C)(C)C=O.COC

Each line ends with the Löwdin charge.
Cartesian coordinates (Å):
1 C 0.991 0.041 -0.795  -0.5634
2 C 0.351 -0.939 -1.782  -0.0369
3 C 1.970 0.978 -1.523  -0.0412
4 C 1.712 -0.710 0.324  -0.0516
5 C -0.103 0.938 -0.225  -0.3057
6 O -0.959 1.505 -0.847  0.0496
7 H 0.036 1.187 0.902  0.0982
8 H -0.210 -0.400 -2.545  0.0869
9 H 2.785 0.395 -1.951  0.0851
10 H 2.188 -0.018 1.020  0.0830
11 H -0.333 -1.603 -1.255  0.0776
12 H 1.123 -1.533 -2.272  0.0851
13 H 2.400 1.709 -0.836  0.0854
14 H 1.469 1.511 -2.329  0.0871
15 H 2.486 -1.349 -0.099  0.0855
16 H 1.012 -1.335 0.872  0.0750
17 C -1.001 0.507 2.359  0.0607
18 C -2.608 -0.551 0.581  -0.1561
19 O -1.277 -0.557 1.011  -0.2963
20 H -2.767 -1.396 -0.096  0.0927
21 H -3.295 -0.660 1.435  0.0848
22 H -0.008 0.719 2.751  0.0753
23 H -1.456 -0.179 3.070  0.0712
24 H -1.648 1.361 2.174  0.0868
25 H -2.858 0.381 0.057  0.0814

---

(R)
Below is a molecular structure, C7H16O2, with properties calculated with ωB97M-V/def2-TZVPD.

Properties
LUMO (eV): 0.85
E_HOMO (eV): -8.0
Gap between HOMO and LUMO (eV): 8.839
2S+1: 1

Each line ends with the Löwdin charge.
Cartesian coordinates (Å):
1 C 2.238 -0.512 -0.370  -0.3310
2 C 0.056 0.734 0.297  -0.2745
3 C 0.280 -0.646 -0.047  -0.2228
4 C -1.870 0.687 0.655  -0.1423
5 C 0.602 1.302 1.589  -0.0965
6 C -0.298 -1.242 -1.308  -0.0868
7 C -2.886 -0.255 0.065  -0.1678
8 O 2.973 0.620 0.015  -0.0401
9 O 2.556 -0.780 -1.715  -0.0405
10 H 2.096 -0.115 -2.248  0.0962
11 H 3.913 0.434 -0.152  0.1074
12 H 2.608 -1.370 0.204  0.1233
13 H 0.151 1.420 -0.545  0.1280
14 H 0.226 -1.317 0.811  0.1308
15 H -1.921 0.650 1.746  0.0736
16 H -2.075 1.720 0.362  0.0744
17 H -0.050 2.083 1.992  0.0736
18 H 1.542 1.830 1.423  0.0661
19 H 0.722 0.526 2.349  0.0894
20 H -0.485 -0.474 -2.062  0.0916
21 H -1.203 -1.820 -1.118  0.0635
22 H 0.377 -2.002 -1.713  0.0803
23 H -3.902 0.005 0.396  0.0715
24 H -2.918 -0.193 -1.026  0.0665
25 H -2.730 -1.284 0.402  0.0661

---

(S)
Below is 2 unconnected molecules or ions with the total composition C7H16O2, with properties calculated with ωB97M-V/def2-TZVPD.

Properties
LUMO (eV): 0.77
E_HOMO (eV): -10.5
Gap between HOMO and LUMO (eV): 11.225
2S+1: 1
Structure (SMILES): CC(=O)O.CCCCC

Each line ends with the Löwdin charge.
Cartesian coordinates (Å):
1 C 0.390 2.496 0.306  -0.0835
2 C -0.376 1.367 -0.467  -0.2956
3 C -1.171 0.462 0.372  -0.3009
4 C -1.989 -0.456 -0.476  -0.3016
5 C -2.692 -1.560 0.343  -0.1388
6 C 2.835 -0.653 0.148  -0.6021
7 C 1.998 -1.825 -0.251  0.0059
8 H -0.411 3.154 0.801  0.0948
9 H 1.161 2.100 1.006  0.0735
10 H 0.755 3.180 -0.425  0.0424
11 H 0.237 0.872 -1.198  0.0949
12 H -1.164 1.825 -0.995  0.0887
13 H -0.466 -0.142 1.085  0.1427
14 H -1.733 1.027 1.120  0.1193
15 H -1.464 -0.889 -1.363  0.1124
16 H -2.876 0.127 -0.883  0.1248
17 H -3.226 -1.039 1.178  0.0726
18 H -3.450 -2.185 -0.239  0.0826
19 H -1.954 -2.262 0.874  0.0827
20 H 3.786 0.828 -0.457  0.0943
21 H 1.616 -2.109 0.736  0.0877
22 H 1.151 -1.554 -1.004  0.1145
23 H 2.746 -2.502 -0.727  0.0994
24 O 2.851 -0.303 1.319  0.0599
25 O 3.445 0.040 -0.805  0.1294

---

It is (S) that is most stable; the runner-up trails by 2.182 eV.

---

(P)
Below is C7H16O2 in the gas phase, with properties calculated with ωB97M-V/def2-TZVPD.

Properties
LUMO (eV): 0.77
E_HOMO (eV): -10.2
Gap between HOMO and LUMO (eV): 10.981
2S+1: 1
Structure (SMILES): C[C@H](C(O)O)C(C)(C)C

Each line ends with the Löwdin charge.
Cartesian coordinates (Å):
1 C 0.877 -0.241 -0.090  -0.5299
2 C -1.651 -0.540 -0.216  -0.3746
3 C -0.585 0.499 -0.407  -0.2510
4 C 1.946 0.835 -0.304  -0.0705
5 C 1.128 -1.371 -1.091  -0.0627
6 C 0.984 -0.782 1.333  -0.0550
7 C -0.829 1.743 0.437  -0.0514
8 O -2.813 0.193 -0.915  -0.0611
9 O -2.025 -0.853 1.073  0.0206
10 H -2.183 -0.030 1.554  0.1025
11 H -3.520 -0.446 -1.066  0.0731
12 H -1.456 -1.482 -0.736  0.1453
13 H -0.545 0.751 -1.467  0.1413
14 H 1.863 1.278 -1.295  0.0873
15 H 2.938 0.390 -0.220  0.0820
16 H 1.872 1.626 0.438  0.0753
17 H 0.518 -2.245 -0.875  0.0755
18 H 0.926 -1.044 -2.110  0.0883
19 H 2.171 -1.686 -1.042  0.0839
20 H 0.232 -1.544 1.524  0.0762
21 H 1.965 -1.234 1.482  0.0868
22 H 0.875 0.010 2.071  0.0783
23 H -0.615 1.563 1.490  0.0773
24 H -0.203 2.563 0.098  0.0796
25 H -1.869 2.046 0.331  0.0830

---

(Q)
Below is a molecular structure, C7H16O2, with properties calculated with ωB97M-V/def2-TZVPD.

Properties
LUMO (eV): 0.97
E_HOMO (eV): -8.8
Gap between HOMO and LUMO (eV): 9.761
2S+1: 1

Each line ends with the Löwdin charge.
Cartesian coordinates (Å):
1 C -0.665 0.993 0.645  -0.2387
2 C 1.810 -0.009 1.608  -0.1779
3 C 0.009 2.327 0.612  -0.0643
4 C -1.716 0.738 1.614  -0.0785
5 O 0.441 -0.230 1.418  -0.3167
6 H -0.771 0.516 -0.328  0.1056
7 H 2.012 0.846 2.272  0.0756
8 H 2.311 0.187 0.649  0.0737
9 H 2.269 -0.899 2.052  0.0807
10 H -2.568 0.182 1.235  0.0734
11 H 0.949 2.279 0.063  0.0777
12 H 0.188 2.710 1.617  0.0871
13 H -0.650 3.028 0.091  0.0938
14 H -0.944 -0.069 2.127  0.1408
15 H -1.946 1.568 2.276  0.0755
16 C -0.598 -2.555 -0.712  -0.0770
17 C 0.324 -1.019 -2.242  -0.2656
18 C 0.282 -0.078 -3.179  0.0165
19 O -0.803 -1.571 -1.723  -0.1548
20 H 1.238 -1.248 -1.701  0.1169
21 H -1.580 -2.957 -0.469  0.0909
22 H 0.029 -3.375 -1.077  0.0903
23 H -0.145 -2.102 0.174  0.0698
24 H 1.182 0.440 -3.464  0.0466
25 H -0.659 0.295 -3.556  0.0588

---

It is (P) that is most stable; the runner-up trails by 3.781 eV.

---

(P)
Below is a molecular structure, CH4IN, with properties calculated with ωB97M-V/def2-TZVPD.

Properties
LUMO (alpha / beta) (eV): -0.06 / -0.95
E_HOMO (alpha / beta) (eV): -9.1 / -9.2
Gap between HOMO and LUMO (alpha / beta) (eV): 9.000 / 8.205
2S+1: 1

Each line ends with the Löwdin charge.
Cartesian coordinates (Å):
1 C 0.385 0.571 -0.106  -0.3646
2 N -0.632 -0.223 0.515  -0.6776
3 I -2.407 -0.183 -0.296  0.7483
4 H 0.710 0.166 -1.116  0.0856
5 H 0.082 1.615 -0.284  0.0589
6 H 1.180 0.457 0.662  0.0675
7 H 0.683 -2.403 0.625  0.0819

---

(Q)
Below is a molecular structure, CH4IN, with properties calculated with ωB97M-V/def2-TZVPD.

Properties
LUMO (eV): 0.00
E_HOMO (eV): -8.7
Gap between HOMO and LUMO (eV): 8.718
2S+1: 1

Each line ends with the Löwdin charge.
Cartesian coordinates (Å):
1 C 0.872 0.302 -0.194  0.0048
2 N -0.739 -0.274 0.740  -0.5765
3 I -2.444 0.159 -0.322  0.5872
4 H 1.346 0.064 0.667  -0.0176
5 H 1.098 -0.350 -1.046  0.0383
6 H 0.620 1.362 -0.526  0.0630
7 H -0.752 -1.263 0.681  -0.0993

---

(R)
Below is 2 unconnected molecules or ions with the total composition CH4IN, with properties calculated with ωB97M-V/def2-TZVPD.

Properties
LUMO (eV): -0.18
E_HOMO (eV): -8.6
Gap between HOMO and LUMO (eV): 8.424
2S+1: 1

Each line ends with the Löwdin charge.
Cartesian coordinates (Å):
1 C 0.852 0.402 0.089  0.0034
2 N -0.838 -0.889 0.123  -0.6150
3 I -2.508 0.194 -0.083  0.6104
4 H 1.691 -0.277 -0.158  0.0265
5 H 0.638 1.422 -0.434  0.0578
6 H 0.843 0.564 1.174  0.0089
7 H -0.678 -1.415 -0.710  -0.0919

---

It is (Q) that is most stable; the runner-up trails by 0.611 eV.